The following is a quantum chemistry calculation of a gas-phase ion, C19H25F3NO2S (charge +1) in a non-equilibrium geometry, from the Open Molecules 2025 dataset.

Values from the calculation:
gap between HOMO and LUMO	7.85	eV
2S+1	1
structure (SMILES)	CCCCCCCCCc1ccc2cc(S(=O)(=O)C(F)(F)F)[nH+]cc2c1
net charge	+1
E	-44674.01578	eV

Last column: Löwdin charge in e.
Cartesian coordinates (Å):
C -4.2234 -1.4524 3.1186  -0.10
C -4.0589 -1.9080 1.6617  -0.24
C -5.0094 -1.2367 0.6545  -0.21
C -5.3709 0.2193 0.9278  -0.20
C -4.2844 1.2884 0.6438  -0.19
C -3.3051 0.9962 -0.5006  -0.20
C -1.9744 0.3417 -0.0695  -0.19
C -1.6529 -0.9627 -0.8309  -0.21
C -0.8681 -0.7029 -2.1154  -0.13
C 0.5939 -0.4022 -1.9241  -0.17
C 1.3517 0.0342 -3.0363  0.03
C 2.6759 0.3583 -2.9742  0.02
C 3.3489 0.2650 -1.7466  -0.11
C 4.7091 0.6117 -1.5651  0.06
C 5.2697 0.5143 -0.3369  -0.24
S 6.9948 0.9897 -0.1962  0.79
O 7.1987 2.0033 -1.1829  -0.24
O 7.8730 -0.1312 -0.2483  -0.22
C 7.1148 1.8718 1.4476  -0.69
F 5.9196 2.4378 1.6626  0.14
F 7.3733 1.0288 2.4287  0.17
F 8.0368 2.7859 1.3541  0.21
N 4.5332 0.0660 0.7239  0.14
C 3.2592 -0.2762 0.6116  0.07
C 2.6128 -0.1841 -0.6231  -0.11
C 1.2438 -0.5206 -0.7278  0.05
H -3.9148 -2.2491 3.7891  0.07
H -3.5897 -0.5943 3.3362  0.07
H -5.2545 -1.1879 3.3335  0.07
H -4.2719 -2.9763 1.6352  0.10
H -3.0082 -1.8143 1.3890  0.07
H -4.6374 -1.3739 -0.3577  0.09
H -5.9419 -1.8010 0.6904  0.11
H -6.2267 0.4532 0.2944  0.11
H -5.7172 0.3584 1.9474  0.09
H -4.8200 2.1948 0.3657  0.10
H -3.7607 1.5334 1.5681  0.10
H -3.8061 0.4293 -1.2843  0.11
H -3.0606 1.9586 -0.9477  0.10
H -1.9837 0.1292 0.9963  0.10
H -1.1736 1.0389 -0.3150  0.10
H -2.5684 -1.4779 -1.1056  0.10
H -1.1203 -1.6313 -0.1565  0.10
H -1.0067 -1.5074 -2.8349  0.13
H -1.2896 0.2030 -2.5607  0.13
H 0.8281 0.1248 -3.9789  0.14
H 3.2137 0.6854 -3.8498  0.13
H 5.3090 0.9612 -2.3919  0.14
H 4.9692 -0.0011 1.6372  0.18
H 2.7234 -0.6254 1.4790  0.16
H 0.7471 -0.8663 0.1647  0.12

***

The following is a quantum chemistry calculation of a molecular structure, C19H25FeN3SSi in a non-equilibrium geometry, from the Open Molecules 2025 dataset.

Values from the calculation:
<S²>	6.0269
gap between HOMO and LUMO (alpha / beta)	5.68 / 7.22	eV
2S+1	5
E	-77675.66362	eV

Last column: Löwdin charge in e.
Cartesian coordinates (Å):
C 0.7754 -1.1157 -1.4599  -0.18
C 0.8478 0.2173 -1.9713  -0.21
C 1.6590 0.9929 -1.0751  -0.19
H 0.4910 0.5586 -2.9403  0.09
C 2.1007 0.1193 -0.0307  -0.20
C 1.5439 -1.1690 -0.2687  -0.20
H 1.7853 -2.0684 0.2913  0.09
H 0.2841 -1.9515 -1.9501  0.10
H 2.0085 2.0022 -1.2632  0.09
H 2.8644 0.3609 0.7048  0.09
Fe -0.4115 0.5909 -0.1042  0.23
C -3.2692 3.2379 -1.0781  -0.22
H -2.6264 4.1249 -1.0599  0.02
H -3.7551 3.0864 -0.1095  0.02
H -4.0270 3.3281 -1.8665  0.02
Si -2.2855 1.7361 -1.6563  0.48
C -3.3750 0.4666 -2.4991  -0.27
C -2.6991 -0.4629 -3.3039  -0.12
H -1.6494 -0.2967 -3.5706  0.09
C -3.3700 -1.5842 -3.7992  -0.08
H -2.8199 -2.2832 -4.4319  0.10
C -4.7397 -1.7307 -3.5440  -0.10
H -5.2569 -2.6098 -3.9308  0.10
C -5.4393 -0.7372 -2.8391  -0.10
H -6.5217 -0.8177 -2.7361  0.10
C -4.7673 0.3837 -2.3385  -0.09
H -5.3182 1.2038 -1.8670  0.10
C -1.1664 2.5836 -2.9224  -0.28
C -1.3061 2.3288 -4.2939  -0.10
H -2.1516 1.7414 -4.6813  0.10
C -0.3418 2.8341 -5.1807  -0.09
H -0.4059 2.5794 -6.2370  0.10
C 0.6988 3.6506 -4.7205  -0.09
H 1.4720 4.0142 -5.4027  0.10
C 0.7453 3.9999 -3.3655  -0.09
H 1.5150 4.6673 -2.9875  0.10
C -0.2073 3.5009 -2.4695  -0.12
H -0.2145 3.8085 -1.4158  0.10
H -1.7064 1.7931 -0.1545  -0.02
H -1.4162 0.3629 -1.3239  -0.05
N 0.1940 1.0407 1.9209  -0.02
N 0.2573 -0.0928 2.7795  -0.05
C -0.3190 -1.2226 2.3698  -0.82
N -0.0711 -2.3188 3.1020  0.11
S -1.3663 -1.2009 1.0412  0.76
H -0.4557 1.6941 2.3671  0.11
H 1.0976 1.5236 1.9636  0.11
H 0.9695 -0.0845 3.5022  0.16
H -0.4846 -3.1988 2.8411  0.10
H 0.4473 -2.2931 3.9768  0.12

***

Copy entry 1 word for word.
The following is a quantum chemistry calculation of a gas-phase ion, C19H25F3NO2S (charge +1) in a non-equilibrium geometry, from the Open Molecules 2025 dataset.

Values from the calculation:
gap between HOMO and LUMO	7.85	eV
2S+1	1
structure (SMILES)	CCCCCCCCCc1ccc2cc(S(=O)(=O)C(F)(F)F)[nH+]cc2c1
net charge	+1
E	-44674.01578	eV

Last column: Löwdin charge in e.
Cartesian coordinates (Å):
C -4.2234 -1.4524 3.1186  -0.10
C -4.0589 -1.9080 1.6617  -0.24
C -5.0094 -1.2367 0.6545  -0.21
C -5.3709 0.2193 0.9278  -0.20
C -4.2844 1.2884 0.6438  -0.19
C -3.3051 0.9962 -0.5006  -0.20
C -1.9744 0.3417 -0.0695  -0.19
C -1.6529 -0.9627 -0.8309  -0.21
C -0.8681 -0.7029 -2.1154  -0.13
C 0.5939 -0.4022 -1.9241  -0.17
C 1.3517 0.0342 -3.0363  0.03
C 2.6759 0.3583 -2.9742  0.02
C 3.3489 0.2650 -1.7466  -0.11
C 4.7091 0.6117 -1.5651  0.06
C 5.2697 0.5143 -0.3369  -0.24
S 6.9948 0.9897 -0.1962  0.79
O 7.1987 2.0033 -1.1829  -0.24
O 7.8730 -0.1312 -0.2483  -0.22
C 7.1148 1.8718 1.4476  -0.69
F 5.9196 2.4378 1.6626  0.14
F 7.3733 1.0288 2.4287  0.17
F 8.0368 2.7859 1.3541  0.21
N 4.5332 0.0660 0.7239  0.14
C 3.2592 -0.2762 0.6116  0.07
C 2.6128 -0.1841 -0.6231  -0.11
C 1.2438 -0.5206 -0.7278  0.05
H -3.9148 -2.2491 3.7891  0.07
H -3.5897 -0.5943 3.3362  0.07
H -5.2545 -1.1879 3.3335  0.07
H -4.2719 -2.9763 1.6352  0.10
H -3.0082 -1.8143 1.3890  0.07
H -4.6374 -1.3739 -0.3577  0.09
H -5.9419 -1.8010 0.6904  0.11
H -6.2267 0.4532 0.2944  0.11
H -5.7172 0.3584 1.9474  0.09
H -4.8200 2.1948 0.3657  0.10
H -3.7607 1.5334 1.5681  0.10
H -3.8061 0.4293 -1.2843  0.11
H -3.0606 1.9586 -0.9477  0.10
H -1.9837 0.1292 0.9963  0.10
H -1.1736 1.0389 -0.3150  0.10
H -2.5684 -1.4779 -1.1056  0.10
H -1.1203 -1.6313 -0.1565  0.10
H -1.0067 -1.5074 -2.8349  0.13
H -1.2896 0.2030 -2.5607  0.13
H 0.8281 0.1248 -3.9789  0.14
H 3.2137 0.6854 -3.8498  0.13
H 5.3090 0.9612 -2.3919  0.14
H 4.9692 -0.0011 1.6372  0.18
H 2.7234 -0.6254 1.4790  0.16
H 0.7471 -0.8663 0.1647  0.12

***

Repeat the second record exactly.
The following is a quantum chemistry calculation of a molecular structure, C19H25FeN3SSi in a non-equilibrium geometry, from the Open Molecules 2025 dataset.

Values from the calculation:
<S²>	6.0269
gap between HOMO and LUMO (alpha / beta)	5.68 / 7.22	eV
2S+1	5
E	-77675.66362	eV

Last column: Löwdin charge in e.
Cartesian coordinates (Å):
C 0.7754 -1.1157 -1.4599  -0.18
C 0.8478 0.2173 -1.9713  -0.21
C 1.6590 0.9929 -1.0751  -0.19
H 0.4910 0.5586 -2.9403  0.09
C 2.1007 0.1193 -0.0307  -0.20
C 1.5439 -1.1690 -0.2687  -0.20
H 1.7853 -2.0684 0.2913  0.09
H 0.2841 -1.9515 -1.9501  0.10
H 2.0085 2.0022 -1.2632  0.09
H 2.8644 0.3609 0.7048  0.09
Fe -0.4115 0.5909 -0.1042  0.23
C -3.2692 3.2379 -1.0781  -0.22
H -2.6264 4.1249 -1.0599  0.02
H -3.7551 3.0864 -0.1095  0.02
H -4.0270 3.3281 -1.8665  0.02
Si -2.2855 1.7361 -1.6563  0.48
C -3.3750 0.4666 -2.4991  -0.27
C -2.6991 -0.4629 -3.3039  -0.12
H -1.6494 -0.2967 -3.5706  0.09
C -3.3700 -1.5842 -3.7992  -0.08
H -2.8199 -2.2832 -4.4319  0.10
C -4.7397 -1.7307 -3.5440  -0.10
H -5.2569 -2.6098 -3.9308  0.10
C -5.4393 -0.7372 -2.8391  -0.10
H -6.5217 -0.8177 -2.7361  0.10
C -4.7673 0.3837 -2.3385  -0.09
H -5.3182 1.2038 -1.8670  0.10
C -1.1664 2.5836 -2.9224  -0.28
C -1.3061 2.3288 -4.2939  -0.10
H -2.1516 1.7414 -4.6813  0.10
C -0.3418 2.8341 -5.1807  -0.09
H -0.4059 2.5794 -6.2370  0.10
C 0.6988 3.6506 -4.7205  -0.09
H 1.4720 4.0142 -5.4027  0.10
C 0.7453 3.9999 -3.3655  -0.09
H 1.5150 4.6673 -2.9875  0.10
C -0.2073 3.5009 -2.4695  -0.12
H -0.2145 3.8085 -1.4158  0.10
H -1.7064 1.7931 -0.1545  -0.02
H -1.4162 0.3629 -1.3239  -0.05
N 0.1940 1.0407 1.9209  -0.02
N 0.2573 -0.0928 2.7795  -0.05
C -0.3190 -1.2226 2.3698  -0.82
N -0.0711 -2.3188 3.1020  0.11
S -1.3663 -1.2009 1.0412  0.76
H -0.4557 1.6941 2.3671  0.11
H 1.0976 1.5236 1.9636  0.11
H 0.9695 -0.0845 3.5022  0.16
H -0.4846 -3.1988 2.8411  0.10
H 0.4473 -2.2931 3.9768  0.12

***

- Which value of 2S+1 does entry 1 give?
  1